The following is a quantum chemistry calculation of a structure of composition C42H64BrN7ORuSi, from the OMol25 dataset.

Geometry as XYZ:
```
117
Properties=species:S:1:pos:R:3:forces:R:3:lowdin_charge:R:1
Ru -0.58598 -0.10355 -0.52141 -0.02 0.18 0.13 1.242
Br -0.12265 -0.84147 -3.33720 0.25 -0.44 -0.29 0.872
Si -1.48595 1.14256 3.27260 -0.07 -0.46 -0.11 0.377
O -3.07474 1.79288 -6.65298 -0.02 0.00 0.09 0.104
N -0.47848 4.09711 2.42895 0.48 0.67 -0.64 0.171
N 1.73060 0.23855 -0.87312 0.01 -0.05 -0.08 -0.070
N -1.58585 1.35381 -2.83380 -0.37 0.34 0.18 -0.008
N -0.11820 2.45728 0.14494 0.19 0.36 -0.24 -0.023
N -1.71343 0.93947 1.58830 -0.37 -0.34 0.46 -0.119
N 0.48340 -1.50375 0.93806 -0.03 -0.42 -0.07 -0.019
N -2.84210 0.19640 -0.24974 0.01 -0.06 -0.12 0.017
C 3.38068 -4.33352 2.07835 0.00 -0.04 0.01 -0.058
C -1.07307 -3.23659 1.73156 -0.10 0.01 -0.07 -0.149
C -2.62384 1.68312 -5.39159 -0.03 0.04 -0.19 -0.303
C -4.18434 1.09777 1.51093 0.13 0.00 0.05 -0.035
C -0.50837 4.72306 1.05565 0.07 0.02 0.32 -0.109
C 2.67577 1.59761 -2.73452 0.04 0.08 0.04 -0.157
C 2.13758 0.13965 0.38986 0.20 0.02 0.09 -0.219
C 1.46431 -0.68217 1.31409 0.14 0.09 -0.02 -0.237
C 3.83888 -1.77766 -1.28229 0.05 0.05 -0.04 -0.375
C 5.02435 -1.84147 -0.31708 0.04 0.00 0.02 -0.054
C 2.70812 -3.00095 2.43776 -0.04 -0.16 0.07 -0.387
C -3.51340 -2.75645 1.23024 -0.06 -0.11 -0.04 -0.050
C 4.78115 0.94190 -3.73974 -0.05 0.01 0.03 -0.063
C 4.80367 -0.17850 -2.93181 0.00 -0.06 0.00 -0.039
C 1.55707 2.62065 -2.67735 0.12 0.09 -0.01 -0.391
C 1.01597 2.99009 -4.06293 0.02 0.01 -0.03 -0.063
C -2.99968 2.54145 -4.35711 -0.08 0.07 0.05 0.012
C -5.30898 0.85139 0.76305 -0.05 -0.02 -0.06 -0.058
C 1.19762 -3.20558 2.59759 0.13 0.02 0.02 -0.125
C -2.90781 0.75628 0.98981 -0.16 -0.01 -0.14 -0.453
C 3.88592 -2.94988 -2.27237 0.03 0.03 -0.01 -0.052
C -1.37768 -4.24300 2.63857 -0.10 0.02 0.05 -0.045
C 3.36918 -2.39450 3.67836 0.03 -0.04 0.04 -0.055
C -2.45761 2.33327 -3.10559 0.05 -0.07 0.07 -0.134
C -3.95429 -0.07985 -0.96568 0.28 0.10 0.03 -0.342
C 0.19888 -2.62349 1.77219 0.11 0.26 -0.19 -0.151
C -1.28347 0.55950 -3.83146 0.17 -0.13 0.03 -0.771
C 3.70583 1.80821 -3.64717 -0.02 0.01 -0.02 -0.040
C 0.81756 -4.16899 3.52939 0.10 0.00 0.01 -0.049
C -0.92406 3.65450 0.06126 0.06 -0.23 -0.13 -0.250
C -2.40178 2.66669 3.95146 -0.46 0.03 0.46 -0.189
C -3.79397 -0.78472 -2.28634 -0.05 0.06 0.09 -0.029
C -1.74118 0.64690 -5.12544 0.03 -0.09 -0.13 -0.028
C -2.08781 -4.02199 -0.41720 0.03 -0.03 -0.04 -0.045
C -5.20655 0.25174 -0.49592 -0.09 0.02 0.11 -0.052
C -2.01389 -0.29051 4.31017 -0.13 -0.27 0.15 -0.155
C 2.73545 0.49048 -1.86535 -0.13 -0.05 0.07 -0.198
C 3.78924 -0.44040 -2.01339 -0.05 -0.07 -0.01 -0.135
C -2.10741 -2.93216 0.66188 -0.01 -0.38 0.19 -0.390
C 0.35392 1.42862 3.58091 0.30 -0.09 0.13 -0.169
C -0.46606 -4.67056 3.58607 -0.02 -0.02 0.03 -0.064
C 2.04624 3.88906 -1.96353 0.03 0.01 0.09 -0.062
H 5.96548 -1.67866 -0.85063 -0.06 -0.01 0.05 0.082
H 0.94707 1.56786 2.66603 -0.01 0.01 0.15 0.011
H -0.88935 4.09210 -0.93844 0.02 0.01 -0.02 0.107
H -3.69542 2.52520 -6.73191 -0.03 0.05 -0.03 0.123
H 0.80624 2.09717 -4.65560 0.01 0.06 0.02 0.074
H -2.83175 -1.28796 -2.34771 0.04 -0.03 0.02 0.032
H -3.09759 -0.44433 4.25845 0.10 -0.02 0.01 0.038
H 5.57860 1.12598 -4.44868 -0.02 0.00 0.02 0.107
H -4.21963 -2.46971 0.44708 0.05 0.02 0.02 0.074
H -3.53587 -1.99818 2.01187 0.00 0.08 0.04 0.075
H 3.79877 -3.89980 -1.73665 0.01 0.08 -0.03 0.078
H -1.78031 3.27402 4.62264 -0.14 -0.06 -0.01 0.042
H 4.41683 -2.15198 3.47693 -0.07 -0.04 0.02 0.084
H 3.34781 -3.10161 4.51329 -0.01 0.07 -0.05 0.082
H 1.72855 3.59923 -4.62718 -0.07 -0.05 0.05 0.079
H 4.45677 -4.19416 1.93823 -0.09 0.02 0.01 0.072
H -3.70772 3.34631 -4.52360 0.06 -0.05 0.00 0.124
H 0.88510 2.58430 0.10818 -0.01 0.08 -0.21 0.059
H -1.40662 3.81269 2.73938 -0.18 0.05 0.02 0.053
H -1.74790 -0.12399 5.36035 -0.04 -0.05 -0.07 0.045
H -2.31502 -4.99846 0.02013 0.01 0.06 -0.03 0.086
H 4.82646 -2.96894 -2.83043 -0.08 -0.01 0.03 0.078
H -0.08039 4.70774 3.13908 0.03 0.06 -0.02 0.174
H -1.52307 -1.21113 3.97113 -0.05 0.08 0.05 0.031
H 3.06851 -2.88933 -2.99622 0.05 0.00 0.05 0.079
H 5.08091 -2.82067 0.16375 -0.02 0.03 -0.02 0.065
H 3.07476 0.60343 0.71508 -0.06 -0.03 -0.03 0.128
H 4.94989 -1.07909 0.46460 0.00 -0.04 -0.06 0.076
H 1.57205 -4.57667 4.19402 -0.04 0.03 -0.04 0.111
H 0.54091 2.25616 4.27893 0.03 -0.13 -0.06 0.040
H -2.74738 2.96498 -2.27020 0.05 -0.05 -0.07 0.112
H 0.77370 0.53069 4.05698 -0.10 0.20 -0.11 0.044
H -4.57966 -1.52933 -2.41012 -0.02 0.00 0.01 0.092
H 1.24846 4.63795 -1.87200 0.07 -0.10 0.00 0.070
H 0.08995 3.57085 -3.97401 0.11 -0.06 0.01 0.075
H -1.96260 3.37057 0.26215 0.02 -0.06 -0.07 0.115
H -1.20020 5.56214 1.08337 -0.01 0.04 0.03 0.132
H 3.66718 2.67533 -4.29958 0.00 -0.07 0.06 0.111
H -4.26220 1.54110 2.49728 -0.02 -0.07 -0.10 0.085
H 0.74304 2.18663 -2.10658 -0.13 -0.06 0.08 0.062
H -1.83209 -2.00920 0.18151 0.08 0.52 -0.20 0.044
H -2.83612 -3.81639 -1.19177 0.09 -0.01 0.09 0.075
H -2.35792 -4.70446 2.60672 0.06 0.03 0.00 0.110
H 2.92280 -1.89679 -0.71111 -0.14 0.03 0.10 0.102
H 0.06936 3.23224 2.40143 0.17 -0.04 -0.05 0.077
H 2.86535 -1.48362 4.01267 0.02 -0.02 -0.01 0.066
H -0.73482 -5.42699 4.31406 0.02 0.05 -0.05 0.108
H -6.28611 1.10902 1.15923 0.07 -0.02 -0.02 0.114
H -3.87719 -3.69270 1.66207 -0.02 0.10 -0.04 0.079
H -3.26222 2.34239 4.55519 0.18 0.09 -0.17 0.055
H 0.49473 5.08819 0.84541 0.05 0.02 0.02 0.127
H -3.87199 -0.08488 -3.12374 -0.01 -0.04 0.09 0.073
H 2.86029 4.34891 -2.53149 -0.05 -0.02 0.04 0.086
H -1.10477 -4.09103 -0.89465 -0.09 0.01 0.06 0.085
H -0.44159 1.85891 0.91092 -0.03 0.00 -0.02 -0.037
H -1.44284 -0.04845 -5.90105 -0.04 0.09 0.11 0.131
H 5.62017 -0.88790 -3.03158 -0.08 0.07 0.02 0.113
H 2.45151 3.66438 -0.96792 -0.08 0.03 -0.10 0.077
H 3.24772 -5.07657 2.86807 0.02 0.04 -0.06 0.075
H 1.83074 -0.70387 2.33677 -0.04 0.05 -0.08 0.091
H 2.96404 -4.74733 1.15534 0.02 0.04 0.08 0.088
H -2.83083 3.30929 3.16911 -0.27 -0.07 0.16 0.031
H -6.08513 0.01859 -1.08471 0.05 0.02 0.06 0.115
H 2.89379 -2.33844 1.60026 0.03 0.05 -0.12 0.083
```
Forces are in eV/Å.

The frontier orbital gap (alpha / beta) is 0.220 / 0.250 hartree. As for the HOMO energy (alpha / beta): -8.41 / -9.71 eV. The spin multiplicity is 6. Its expectation value of S² is 8.7740. Its total charge is +1. As for the energy relative to the best compared isomer or geometry (same formula, charge and spin): 23.29 kcal/mol.